216
Properties=species:S:1:pos:R:3:forces:R:3:lowdin_charge:R:1 method="wB97M-V/def2-TZVPD" orbital_gap_ev=7.60 lumo_ha=0.0005 e_homo_ev=-7.59
C -4.889895 -3.926538 1.340584 -0.01 -0.42 -0.17 -0.0219
C -3.989906 -4.080128 2.577982 -0.89 -0.50 0.24 -0.4890
C -2.613466 -4.590394 2.165736 0.53 -0.38 0.40 -0.0340
C -3.812461 -2.729627 3.310862 -0.14 0.46 -0.26 -0.1332
C -4.960133 -2.252295 4.217133 0.23 -0.97 -0.48 -0.1746
C -5.393261 -3.380483 5.126718 0.95 -0.11 -0.02 -0.1554
C -5.707219 -4.712724 4.386699 0.11 0.54 1.31 -0.5041
C -5.746079 -5.743250 5.546767 -0.22 -0.57 -1.77 -0.0391
C -7.078880 -4.593830 3.743878 -0.90 -0.16 -0.62 -0.0389
N -4.605243 -5.076387 3.492551 1.49 1.41 1.48 -0.1235
O -4.733872 -6.335439 2.917725 -0.63 -0.43 -0.61 -0.0152
H -4.942998 -4.882565 0.813741 0.28 0.04 -0.09 0.0831
H -5.931159 -3.746474 1.604396 0.12 0.51 0.11 0.0648
H -4.514470 -3.163498 0.658252 -0.09 0.03 -0.03 0.0844
H -1.955001 -4.758359 3.024661 -0.21 0.42 0.25 0.0884
H -2.629715 -5.584993 1.716146 -0.36 0.26 -0.50 0.0779
H -2.105199 -3.869190 1.525135 -0.10 -0.08 -0.19 0.0702
H -2.869330 -2.687139 3.856659 0.01 -0.37 0.08 0.0999
H -3.719544 -1.989557 2.509188 0.24 0.02 -0.01 0.1131
H -4.604031 -1.444946 4.858145 -0.22 0.36 -0.34 0.1090
H -5.786023 -1.955141 3.567091 -0.08 0.38 0.25 0.1055
H -6.178293 -3.039143 5.806645 -0.49 -0.39 -0.38 0.1238
H -4.570378 -3.582219 5.822792 0.19 -0.08 -0.18 0.1167
H -5.945194 -6.690504 5.034990 -0.27 -0.21 0.54 0.0780
H -6.560463 -5.486032 6.217863 0.12 -0.14 0.23 0.0821
H -4.777728 -5.846208 6.030793 -0.04 0.29 0.17 0.0830
H -7.340460 -3.591035 3.396003 0.23 0.16 0.30 0.0734
H -7.843668 -4.897666 4.461377 -0.07 0.08 -0.07 0.0813
H -7.224279 -5.193807 2.841807 0.27 -0.40 0.25 0.0837
H -4.095903 -6.909979 3.358750 -0.02 0.26 0.08 0.1108
C 0.369676 0.213892 -4.864317 -0.55 0.64 -0.47 -0.0237
C -0.915426 -0.461480 -5.381692 0.41 0.70 0.52 -0.4822
C -1.840549 -0.567215 -4.171948 -1.04 -0.92 1.80 -0.0441
C -1.724260 0.448263 -6.328063 0.01 0.00 0.00 -0.1439
C -1.229962 0.519880 -7.746008 0.56 -1.53 0.11 -0.1670
C -1.109068 -0.928141 -8.223235 -0.43 0.38 -1.46 -0.1593
C -0.313621 -1.960404 -7.391833 -0.18 0.22 -0.27 -0.4844
C -0.823164 -3.312399 -7.961205 0.95 0.15 0.63 -0.0249
C 1.198611 -1.850918 -7.620461 0.74 0.61 -0.66 -0.0195
N -0.637560 -1.765446 -5.981740 -2.14 0.26 -0.19 -0.1034
O -0.013797 -2.651488 -5.061632 -0.14 0.14 -1.04 -0.0153
H 1.098098 0.469043 -5.637099 0.06 -0.43 -0.10 0.0813
H 0.036287 1.183104 -4.489575 0.21 -0.11 0.46 0.0554
H 0.805333 -0.403088 -4.081575 0.13 0.13 0.03 0.0777
H -1.880922 0.291800 -3.493848 0.56 0.42 -0.51 0.0818
H -2.908315 -0.713410 -4.368499 0.15 -0.11 -0.73 0.0835
H -1.647515 -1.384347 -3.465392 0.60 -0.15 -0.40 0.0653
H -2.713910 -0.013407 -6.300005 -0.14 0.14 -0.52 0.1162
H -1.870598 1.457676 -5.932638 0.28 -0.16 0.47 0.1200
H -1.959505 1.045318 -8.360647 0.27 0.17 -0.17 0.1150
H -0.215715 0.908322 -7.877509 -0.22 0.70 0.35 0.1138
H -0.696019 -0.882988 -9.239215 0.45 -0.27 0.17 0.1187
H -2.101936 -1.316015 -8.467651 -0.20 -0.02 0.68 0.1060
H -1.888675 -3.303405 -8.166219 -0.07 -0.14 0.20 0.0752
H -0.538258 -4.123221 -7.285903 -0.15 -0.11 -0.07 0.0731
H -0.266639 -3.467744 -8.886537 -0.22 -0.13 -0.13 0.0845
H 1.725106 -2.755838 -7.932127 -0.29 -0.35 0.58 0.0784
H 1.675707 -1.414692 -6.745877 0.19 -0.20 -0.02 0.0642
H 1.441046 -1.197601 -8.467346 -0.26 0.27 0.14 0.0817
H -0.584641 -3.417585 -5.215916 0.41 -0.36 0.75 0.0648
C -0.755472 6.153501 3.748472 0.53 -0.07 0.10 -0.1128
O -1.820426 5.627898 2.992068 -0.62 -0.08 -0.73 -0.2386
C -3.091854 6.081011 3.566233 2.28 -1.23 1.46 -0.1620
C -4.304389 5.414143 2.997328 -0.42 -0.35 -2.22 -0.1940
N -3.979237 4.222386 2.231718 0.00 -0.78 0.39 -0.0728
C -4.973216 3.663946 1.363249 -0.69 0.02 -0.27 -0.2216
C -4.665678 2.251453 0.842184 0.00 0.66 0.06 -0.2009
O -3.751071 2.213320 -0.235118 0.19 -0.31 -0.45 -0.1653
C -2.500306 2.831254 -0.060062 0.20 0.39 0.72 -0.1064
H -0.675022 5.748732 4.763984 -0.70 0.16 0.17 0.0962
H -0.828929 7.242572 3.756015 0.23 0.09 0.23 0.0943
H 0.212994 5.845524 3.349954 -0.24 0.12 -0.66 0.0682
H -3.041601 7.167817 3.520888 -0.61 0.06 0.15 0.1251
H -2.955845 5.691541 4.581873 -0.46 0.74 0.36 0.1217
H -4.807176 6.144762 2.346860 -0.18 0.00 -0.05 0.1160
H -5.040832 5.087905 3.732389 0.16 0.46 0.47 0.1199
H -3.050537 4.044357 1.907938 0.31 0.67 0.31 0.0616
H -5.213168 4.285301 0.481939 0.30 0.10 -0.11 0.1253
H -5.944407 3.629895 1.875567 0.16 -0.20 0.27 0.1185
H -5.597948 1.869534 0.425701 0.06 -0.15 0.01 0.1207
H -4.343418 1.586918 1.651510 0.10 0.08 0.11 0.1198
H -1.963399 2.517170 0.845990 -0.17 -0.35 0.14 0.0938
H -2.613892 3.914874 0.041842 0.03 0.14 -0.26 0.0712
H -1.836212 2.632340 -0.895932 -0.36 -0.20 -0.23 0.0765
C 3.458450 -5.772133 0.930926 0.24 0.49 -0.98 -0.1254
O 3.982202 -6.989872 1.387360 -0.28 -0.24 0.76 -0.1891
C 5.236784 -6.909477 2.042304 0.44 0.75 -0.49 -0.2211
C 5.236015 -7.639036 3.387439 0.33 -0.44 -1.00 -0.2186
N 4.179874 -7.261164 4.314400 -0.03 -0.66 -0.59 -0.0557
C 3.818191 -8.388853 5.187110 -1.49 0.83 -0.05 -0.1936
C 2.495219 -8.025487 5.882745 0.62 0.68 2.87 -0.1982
O 2.657913 -8.258897 7.305215 -0.10 -1.10 -0.02 -0.2257
C 1.473546 -7.985509 8.040788 0.99 0.75 -0.41 -0.1178
H 3.315597 -4.975531 1.670166 -0.09 -0.41 0.49 0.0795
H 2.523967 -5.988406 0.417785 -0.08 0.02 0.14 0.0808
H 4.117036 -5.320909 0.176213 0.04 -0.11 -0.08 0.0895
H 5.574498 -5.865624 2.041327 -0.32 0.14 0.71 0.1159
H 5.988329 -7.346513 1.374838 -0.01 -0.50 0.21 0.1204
H 6.233387 -7.566201 3.828502 -0.06 0.30 0.18 0.1185
H 5.163979 -8.693522 3.085391 -0.24 -0.16 0.21 0.1136
H 3.363279 -7.061281 3.741543 0.05 0.12 -0.02 0.1004
H 4.657128 -8.583075 5.849231 -0.29 -0.03 0.39 0.1228
H 3.480198 -9.324663 4.722492 1.06 -0.08 -0.80 0.1143
H 1.655776 -8.626732 5.523428 -0.04 0.14 -0.18 0.1151
H 2.249744 -6.958422 5.949746 0.03 0.11 -1.40 0.1191
H 1.635913 -8.292930 9.070091 -0.16 -0.48 -0.08 0.0845
H 0.610304 -8.434734 7.550732 -0.22 -0.13 0.30 0.0826
H 1.360706 -6.895769 8.099125 -0.40 0.08 -0.19 0.0827
C -0.160970 -2.017849 -0.363108 -0.73 -0.63 -0.70 -0.1171
O 1.239538 -1.932004 -0.338512 0.42 0.11 -0.21 -0.1865
C 1.813715 -1.997328 0.963668 -1.93 0.46 0.14 -0.1847
C 1.652908 -0.670635 1.695437 2.47 0.58 0.68 -0.1982
N 2.472325 0.456877 1.222952 -0.34 0.34 0.14 -0.0531
C 2.084244 1.024057 -0.052931 0.47 -0.35 -0.15 -0.2083
C 2.549003 2.461128 -0.260947 -1.04 0.06 0.90 -0.1936
O 1.595237 3.463810 0.074995 -0.64 0.58 -0.49 -0.2194
C 1.217283 3.595906 1.434982 1.29 -0.93 -0.21 -0.0801
H -0.761323 -1.236259 0.112080 0.54 0.13 0.64 0.0908
H -0.474831 -3.008357 -0.020788 -0.12 0.07 0.45 0.0679
H -0.527548 -1.979798 -1.391849 0.56 0.06 -0.23 0.0728
H 2.842551 -2.348132 0.908699 0.13 0.31 -0.29 0.1208
H 1.261988 -2.726920 1.572908 0.02 -0.26 -0.10 0.1202
H 2.117136 -0.832135 2.676964 -0.60 -0.25 0.31 0.1052
H 0.656278 -0.268200 1.848188 -0.30 -0.62 -0.22 0.0945
H 3.456753 0.224276 1.179442 -0.05 -0.20 0.21 0.1014
H 0.996442 0.948442 -0.132482 0.04 0.07 -0.28 0.1253
H 2.565646 0.430349 -0.843491 -0.52 0.06 -0.34 0.1064
H 2.696489 2.553553 -1.334963 0.57 0.50 0.11 0.1093
H 3.397865 2.667465 0.401269 0.61 -0.26 -0.56 0.1139
H 0.691540 2.693442 1.754805 -0.49 0.28 0.17 0.0720
H 0.680508 4.531344 1.558896 -0.37 -0.21 -0.11 0.0561
H 2.117421 3.631311 2.064405 0.04 0.10 0.09 0.0820
C 1.015306 7.949887 -7.712446 0.16 0.41 0.60 -0.0969
O 1.178931 7.575855 -6.341276 -0.52 -0.13 -0.76 -0.1732
C 0.013257 6.968503 -5.833593 -0.84 0.01 1.57 -0.2526
C 0.059718 5.431323 -5.794479 -0.24 1.04 -0.71 -0.1926
N -1.176921 4.845817 -5.282059 0.06 0.00 0.37 -0.0375
C -1.645169 5.412879 -4.030306 -0.50 -0.17 1.23 -0.2110
C -2.257418 4.308675 -3.119369 0.54 0.58 -0.48 -0.1773
O -1.459069 3.141165 -3.150399 -0.57 -1.24 0.50 -0.2347
C -0.075010 3.267417 -2.829407 -0.04 0.64 -2.22 -0.0831
H 1.221439 7.135606 -8.407453 -0.06 -0.12 0.01 0.0840
H 1.696227 8.778829 -7.901248 0.17 -0.14 -0.06 0.0833
H 0.005342 8.338614 -7.850714 -0.07 -0.11 -0.23 0.0810
H -0.926455 7.381493 -6.218609 0.18 -0.19 -0.81 0.1253
H -0.091205 7.276381 -4.786330 0.45 0.14 0.02 0.0995
H 0.970238 5.287867 -5.197341 -0.01 -0.78 -0.02 0.1186
H 0.153371 5.065670 -6.817724 0.50 -0.19 0.07 0.1164
H -1.015711 3.869709 -5.059142 0.00 -0.08 -0.50 0.0739
H -2.449866 6.140611 -4.165004 0.24 0.23 -0.15 0.1236
H -0.845203 5.906220 -3.471161 -0.02 0.10 -0.06 0.0693
H -3.258548 4.094247 -3.493935 0.17 -0.66 -0.17 0.1281
H -2.415264 4.606531 -2.080385 0.24 0.56 -0.04 0.0963
H 0.393090 3.151668 -3.816810 0.59 0.23 0.19 0.0725
H 0.374912 2.455269 -2.263527 -0.70 0.15 0.75 0.0816
H 0.145053 4.287822 -2.521613 0.30 -0.31 0.64 0.0801
O 1.787025 -5.245177 -2.268387 -0.03 -1.10 0.19 -0.0521
C 0.393439 -5.001451 -2.205128 0.03 2.39 -0.74 -0.2474
C -0.548114 -5.772172 -3.098536 0.27 -1.44 0.25 -0.2210
O -0.613903 -5.413799 -4.481018 0.28 0.39 0.33 -0.0706
H 2.191212 -4.681461 -2.931057 -0.20 0.06 -0.10 0.0888
H 0.034996 -5.052689 -1.176669 0.25 -0.56 0.09 0.1127
H 0.311400 -3.931255 -2.437360 -0.54 -0.01 -0.07 0.1065
H -1.550869 -5.742496 -2.660079 0.02 0.19 0.05 0.1202
H -0.212657 -6.817458 -3.074084 -0.12 -0.03 0.25 0.1248
H -0.878857 -6.225924 -4.917388 0.00 0.13 -0.33 0.0882
O -0.947141 -0.976172 3.723141 0.15 -0.10 0.43 -0.0939
C -0.074575 -0.487115 4.762800 -1.35 0.19 -0.26 -0.2215
C 0.115417 0.979073 4.502390 -0.08 0.93 -0.34 -0.2655
O 1.028265 1.564521 5.430791 0.00 -0.44 -1.24 -0.0568
H -1.782708 -0.536715 3.917659 -0.16 -0.21 -0.34 0.0740
H -0.599279 -0.573995 5.720360 0.44 -0.38 0.15 0.1265
H 0.845912 -1.063464 4.742199 0.04 0.06 0.02 0.1118
H -0.832249 1.533622 4.511530 -0.11 -0.23 0.79 0.1250
H 0.340615 1.119882 3.434556 0.92 -0.04 0.20 0.0916
H 1.856760 1.134379 5.147700 -0.10 0.25 0.70 0.0313
O -1.710287 6.777204 0.071054 0.16 -0.05 0.35 -0.0832
C -0.432014 6.418359 -0.451920 0.09 0.22 -0.49 -0.2020
C -0.044681 7.524196 -1.471943 -1.34 0.41 -0.04 -0.1982
O -1.234693 8.077217 -2.060710 0.21 -0.28 -0.07 -0.0892
H -1.860235 6.290678 0.893882 0.05 0.02 0.08 0.0628
H 0.320812 6.348815 0.335307 0.04 0.10 0.03 0.1074
H -0.512987 5.432680 -0.912949 0.12 0.02 -0.15 0.0855
H 0.533379 7.192186 -2.332703 0.39 -0.39 0.33 0.1016
H 0.471279 8.354513 -0.988172 0.25 -0.15 0.21 0.1110
H -1.965671 7.866176 -1.464929 0.07 0.11 0.05 0.0656
O 6.352757 0.204442 4.520334 -0.83 -0.55 -0.31 -0.0550
C 5.330102 1.107751 4.107220 0.92 1.49 0.52 -0.2368
C 4.236156 1.274357 5.174845 0.98 -0.94 -1.49 -0.1753
O 3.437534 0.076614 5.044195 -0.72 0.37 0.02 -0.1000
H 5.900426 -0.620337 4.737689 0.41 -0.12 -0.09 0.0720
H 5.908289 2.011796 3.886131 -0.33 0.28 0.48 0.1141
H 4.842829 0.926169 3.142440 -0.03 -0.77 0.16 0.1076
H 3.657026 2.141825 4.861234 -0.37 -0.11 0.40 0.1110
H 4.608989 1.336586 6.195770 0.14 0.35 -0.09 0.1306
H 3.889053 -0.694561 5.394430 0.04 0.14 0.26 0.0910
O 4.425517 4.639916 3.780691 -0.15 0.64 0.27 -0.0627
C 4.090160 5.811756 3.050984 0.94 0.29 -1.17 -0.2387
C 4.632260 5.646285 1.641789 -0.29 0.46 -1.05 -0.2438
O 6.043113 5.451784 1.736404 -0.07 -0.31 0.43 -0.0674
H 5.391953 4.647219 3.752590 -0.06 -0.32 0.11 0.0794
H 3.026545 6.035745 3.044874 -0.13 -0.48 0.14 0.1091
H 4.604529 6.723835 3.377711 -0.06 -0.20 0.76 0.1214
H 4.483261 6.543179 1.028061 -0.37 0.15 0.30 0.1226
H 4.134456 4.840501 1.091368 0.14 -0.27 0.24 0.1001
H 6.439204 5.582795 0.873295 0.00 -0.04 -0.05 0.0877
O 4.119446 0.381063 -5.530254 -0.10 0.48 0.24 -0.0531
C 3.664213 0.076876 -4.226327 0.19 -0.35 0.51 -0.2640
C 4.786271 0.176658 -3.202318 -0.28 0.40 0.57 -0.2179
O 5.000841 1.575365 -2.879817 0.01 -0.51 -0.29 -0.0878
H 4.489303 1.271141 -5.454731 0.00 -0.08 -0.31 0.0896
H 2.835374 0.708098 -3.886863 0.17 0.34 -0.14 0.0989
H 3.217675 -0.918691 -4.256174 0.37 -0.16 -0.03 0.1201
H 5.727509 -0.252890 -3.549636 -0.13 -0.15 -0.29 0.1194
H 4.514503 -0.311979 -2.261404 -0.21 -0.31 -0.16 0.1047
H 5.717393 1.561735 -2.238013 0.02 0.34 -0.04 0.0790